Record 1
DFT (ωB97M-V/def2-TZVPD) results for C6H12N2 as an isolated structure.

Computed properties:
- energy above the lowest of the compared OMol25 structures with the same formula, charge and spin (kcal/mol) = 91.2
- orbital gap (eV) = 8.2
- strongest force on any atom (hartree/bohr) = 0.057
- multiplicity = 1
- calculated total energy (eV) = -9392.8946

Last column: natural (NBO) charge in e.
Atoms and positions in Å:
N: 0.4478 1.3007 1.9469  -0.80
N: -2.3889 -0.2375 1.2422  -0.62
C: 0.6182 -1.3403 -0.6749  -0.55
C: 2.4480 0.0813 0.3368  -0.65
C: 1.0355 -0.4247 0.2895  0.06
C: 0.0638 0.2476 1.0681  -0.09
C: -1.6560 0.0387 -1.7603  -0.89
C: -1.2665 0.0497 0.8400  0.43
H: -0.1322 -2.0711 -0.3912  0.22
H: -3.1728 -0.0660 0.6119  0.37
H: 0.8779 2.0864 1.4725  0.37
H: 2.7614 0.2299 1.3713  0.24
H: -0.3154 1.6202 2.5277  0.38
H: -1.4057 0.1538 -2.8146  0.21
H: -0.5000 -0.5290 -1.3924  0.26
H: 1.3789 -1.8040 -1.2911  0.21
H: -2.0644 0.9846 -1.4150  0.21
H: 2.5403 1.0484 -0.1694  0.21
H: -2.3980 -0.7489 -1.6548  0.20
H: 3.1280 -0.6198 -0.1432  0.22

***

Record 2
DFT (ωB97M-V/def2-TZVPD) results for C50H66N4P2SSiTi as an isolated structure.

Computed properties:
- energy above the lowest of the compared OMol25 structures with the same formula, charge and spin (kcal/mol) = 16.9
- orbital gap (alpha / beta) (eV) = 6.4 / 6.5
- strongest force on any atom (hartree/bohr) = 0.010
- multiplicity = 3
- calculated total energy (eV) = -119290.3092

Last column: Löwdin charge in e.
Atoms and positions in Å:
Ti: 0.1230 0.2435 0.4699  0.44
S: 0.2045 2.6499 1.0262  0.60
P: 1.2600 0.5532 -2.0793  1.07
P: -0.1420 -2.5234 -0.0971  1.10
Si: -1.9461 0.0264 -1.1321  0.56
N: 2.5451 1.4595 1.7709  0.00
N: 1.6001 0.3946 1.8767  -0.15
N: 2.6237 3.7237 1.4555  0.07
N: -0.8366 -0.3625 2.2895  -0.04
C: 1.9345 -3.3486 1.5226  -0.21
C: -0.2307 -4.5646 2.0786  -0.19
C: 3.5745 0.0493 4.1781  -0.04
C: 0.1769 -3.3167 -2.7822  -0.19
C: -0.4547 -0.9561 4.6000  -0.03
C: -2.2110 -0.6585 -3.8860  -0.10
C: 0.4111 -0.3540 -4.6313  -0.12
C: 2.3267 2.3933 -4.0913  -0.19
C: 2.2284 0.4144 4.2654  -0.18
C: -1.9375 -2.7988 -0.3763  -0.36
C: 0.7117 -5.2533 3.0751  -0.19
C: -1.2984 -0.2041 -2.9255  -0.30
C: 2.6645 1.3694 6.4409  -0.08
C: 0.6921 -3.6051 -1.3623  -0.41
C: 3.8087 -0.1506 -1.1558  -0.21
C: 3.9921 0.9836 6.3520  -0.09
C: 0.0347 -0.0369 -3.3189  -0.37
C: 2.4430 3.0831 -1.6631  -0.24
C: -0.5075 -0.8184 -5.5529  -0.08
C: 3.3719 -0.9759 -3.4986  -0.19
C: 1.6684 2.2554 -2.7008  -0.39
C: 1.3056 0.1070 3.1542  -0.23
C: 0.4005 -3.2718 1.5162  -0.41
C: -2.1110 -0.7700 2.4394  -0.13
C: -1.8363 -0.9661 -5.1790  -0.07
C: 4.4449 0.3239 5.2159  -0.08
C: 4.8836 -2.2988 -1.9902  -0.19
C: 4.7916 -1.5205 -3.2961  -0.19
C: -4.0832 -1.9398 -1.0065  -0.10
C: 3.8367 2.5695 -3.9735  -0.20
C: 2.4652 -3.4686 2.9599  -0.17
C: 4.1667 3.9114 -3.3091  -0.19
C: 0.6746 -5.1231 -1.1410  -0.20
C: -2.7191 -1.7124 -0.8145  -0.32
C: 3.0782 4.3090 -2.3056  -0.19
C: 1.8400 -5.0891 -3.4071  -0.19
C: -3.4353 1.1911 -1.3041  -0.24
C: 1.9127 2.5475 1.4777  -0.85
C: 0.5087 -4.4454 -3.7677  -0.18
C: 2.7258 -0.5745 -2.1568  -0.42
C: -1.7482 -1.3819 4.7158  -0.06
C: 4.6933 -1.3502 -0.7968  -0.17
C: 1.4945 -4.2241 3.8759  -0.19
C: 1.7346 -5.7788 -2.0384  -0.18
C: -2.5193 -4.0556 -0.2035  -0.09
C: -3.8758 -4.2501 -0.4077  -0.08
C: -0.0012 -0.4044 3.3768  -0.24
C: -4.6636 -3.1805 -0.8004  -0.08
C: 1.7876 1.0861 5.4034  -0.04
C: -2.6162 -1.2679 3.6127  -0.05
H: 2.2976 4.8898 -2.8078  0.11
H: 5.4831 0.0276 5.1388  0.10
H: -2.7266 -0.6987 1.5523  0.09
H: 3.4031 -0.1405 -4.2006  0.09
H: 4.6776 1.2015 7.1607  0.10
H: 4.2532 1.7500 -3.3818  0.08
H: -5.7272 -3.3138 -0.9552  0.10
H: 1.4402 -0.2716 -4.9413  0.07
H: 5.5092 -0.6948 -3.2681  0.11
H: 2.7026 -5.7480 -1.5296  0.11
H: 3.4312 -3.9807 2.9412  0.11
H: 3.9295 -0.4406 3.2813  0.11
H: 0.1574 -2.4938 2.2339  0.07
H: -0.9028 -3.1465 -2.7653  0.11
H: 0.8725 -5.3997 -0.1073  0.08
H: -0.3181 -5.5072 -1.3867  0.11
H: 0.1373 -5.9164 3.7250  0.11
H: 2.2750 -4.1943 0.9189  0.10
H: 2.0670 1.5759 -4.7568  0.07
H: 0.6578 2.6832 -2.7646  0.12
H: 2.1589 -5.8029 -4.1684  0.11
H: 2.7548 -1.7495 -3.9645  0.10
H: 3.4560 3.7294 2.0239  0.09
H: 2.3080 1.9003 7.3139  0.10
H: 5.8370 -2.8239 -1.9115  0.11
H: 1.4176 -5.8929 2.5336  0.11
H: -0.4953 -5.2798 1.3050  0.07
H: 2.2757 -1.4838 -1.7358  0.07
H: -4.3101 -5.2300 -0.2577  0.10
H: -2.0972 -1.8090 5.6467  0.11
H: 3.3824 0.2882 -0.2492  0.07
H: 4.2524 -1.8939 0.0430  0.09
H: -0.2768 -5.2064 -3.7579  0.11
H: 0.7894 -3.5246 4.3321  0.10
H: -2.5678 -1.3323 -5.8884  0.10
H: 4.4190 0.6366 -1.6067  0.10
H: 4.3083 2.4992 -4.9563  0.11
H: -3.0754 2.2031 -1.4972  0.02
H: 5.6621 -0.9859 -0.4466  0.11
H: -1.1660 -4.2953 2.5763  0.12
H: 2.0795 4.5686 1.4568  0.08
H: 0.5235 -4.0373 -4.7808  0.11
H: 3.4871 4.9599 -1.5309  0.11
H: -0.1874 -1.0670 -6.5569  0.10
H: 2.6510 -2.4731 3.3650  0.08
H: -3.2475 -0.8002 -3.5994  0.10
H: 0.2381 -1.0446 5.4242  0.12
H: 1.7538 3.3797 -0.8814  0.03
H: 4.2684 4.6874 -4.0720  0.11
H: 0.7577 1.4128 5.4640  0.12
H: 1.7477 -3.3070 -1.3019  0.08
H: 2.6109 -4.3120 -3.3810  0.09
H: -4.0186 1.2300 -0.3826  0.02
H: 4.1099 -3.0747 -1.9824  0.09
H: -1.9199 -4.8994 0.0947  0.08
H: -4.1099 0.9211 -2.1205  0.01
H: -4.7172 -1.1213 -1.3265  0.09
H: 5.0717 -2.1389 -4.1518  0.11
H: 5.1346 3.8458 -2.8052  0.11
H: -3.6499 -1.5761 3.6636  0.10
H: 3.2182 2.4914 -1.1695  0.10
H: 2.0390 -4.6894 4.6992  0.11
H: 2.3512 -2.4479 1.0580  0.08
H: 1.9172 3.2883 -4.5711  0.12
H: 0.6219 -2.3905 -3.1428  0.07
H: 1.4896 -6.8355 -2.1697  0.11

***

Record 3
DFT (ωB97M-V/def2-TZVPD) results for C6H39NO13 as an isolated structure.

Computed properties:
- energy above the lowest of the compared OMol25 structures with the same formula, charge and spin (kcal/mol) = 202.6
- orbital gap (eV) = 7.7
- strongest force on any atom (hartree/bohr) = 0.249
- multiplicity = 1
- calculated total energy (eV) = -34957.0594

Last column: natural (NBO) charge in e.
Atoms and positions in Å:
O: 0.0054 -3.6739 3.1879  -0.97
O: 1.9919 0.6675 2.9319  -1.01
O: -2.2377 2.5694 2.2894  -0.93
O: -1.2440 -3.3269 -0.2415  -0.98
O: 2.9176 3.8900 0.9669  -0.87
O: -2.1420 -0.1266 -4.4730  -0.98
O: -3.7464 -2.4782 0.5022  -0.98
O: 1.3329 -4.0995 0.4633  -0.96
O: 0.8172 -0.6791 -4.9460  -0.96
O: 0.8181 -0.7306 5.4126  -0.93
O: 0.2597 -1.0991 1.9701  -0.97
O: 3.5596 2.1221 1.3264  -1.03
O: -4.5856 -0.9165 -2.5391  -0.96
N: 0.3866 -0.8594 -1.4422  -0.67
C: 1.8656 -0.5035 -1.4381  -0.42
C: -0.6313 0.0311 -1.1098  0.33
C: -1.8984 -0.1913 -1.4281  -0.61
C: -0.1527 1.1561 -0.2077  -0.48
C: 0.2382 2.2641 -1.2067  -0.43
C: 0.3477 3.6139 -0.5811  -0.64
H: 2.9786 2.8836 1.2030  0.43
H: -4.0961 -2.9679 1.2577  0.46
H: -2.8593 -2.8969 0.4047  0.50
H: 3.4366 4.5265 0.4751  0.52
H: 1.1216 2.0249 -1.7692  0.20
H: -1.1021 -3.0558 -1.1526  0.46
H: 2.2121 3.4698 0.4572  0.51
H: -1.4009 2.8720 1.9257  0.46
H: 0.8217 -0.8649 1.2211  0.47
H: -2.2552 -0.8699 -2.2016  0.21
H: -0.4759 4.3604 -0.7022  0.24
H: -0.9681 1.6878 0.3260  0.23
H: -0.0122 -0.1921 -5.0044  0.49
H: -0.3146 -3.6100 0.0088  0.51
H: -4.6676 -1.7312 -2.0214  0.49
H: 1.0341 -0.2165 4.6235  0.47
H: 0.1697 -1.8042 -1.7391  0.38
H: 0.5113 -1.5567 5.0169  0.45
H: -1.8077 0.0430 -3.5799  0.48
H: 2.3193 -0.6128 -2.4102  0.22
H: 1.9767 0.5547 -1.2261  0.20
H: -2.6984 0.4212 -1.0757  0.19
H: 4.3616 2.2398 0.8142  0.46
H: -3.1022 -0.0808 -4.4254  0.49
H: 0.4746 0.7729 0.6112  0.21
H: 1.1374 -0.6844 -5.8554  0.47
H: 2.4081 0.9585 2.1009  0.52
H: 2.1920 -1.0600 -0.5893  0.20
H: -4.2251 -0.2951 -1.8969  0.47
H: -0.0693 -2.7340 2.9413  0.50
H: 2.7353 0.4788 3.5185  0.49
H: 1.1009 4.3315 -0.8996  0.21
H: 0.1960 -3.6707 4.1318  0.46
H: 0.6223 -0.5817 2.7240  0.49
H: 1.4090 -5.0459 0.6447  0.48
H: -0.4616 2.2502 -2.0427  0.24
H: -2.5602 3.2770 2.8583  0.47
H: 0.6051 3.5405 0.4823  0.18
H: 1.3500 -3.7916 1.4073  0.50